Version 1
ORCA calculation (ωB97M-V/def2-TZVPD) on 8 unconnected molecules or ions with the total composition C8H32O8.

```
48
C8H32O8, DFT ωB97M-V/def2-TZVPD
C 14.1420 -1.5960 -24.1520
O 13.9990 -1.7110 -22.7570
H 13.6380 -0.6790 -24.4550
H 13.5710 -2.2900 -24.7580
H 15.2310 -1.5910 -24.3620
H 14.6900 -2.3340 -22.4250
C 16.9760 0.2060 -22.9470
O 16.2480 1.4430 -22.9420
H 17.9530 0.4280 -22.4710
H 17.2000 -0.1380 -23.8880
H 16.2890 -0.4580 -22.4190
H 16.7470 2.0920 -23.3520
C 15.9480 5.4650 -23.9450
O 16.4800 4.1610 -24.1090
H 14.9680 5.5290 -24.4090
H 16.6830 6.2290 -24.2760
H 15.9000 5.6190 -22.8780
H 16.1450 3.8180 -24.9330
C 19.0430 4.2210 -22.1660
O 18.7210 2.9680 -21.4360
H 19.8390 4.7670 -21.6170
H 18.1640 4.8340 -22.2160
H 19.2880 3.9590 -23.2240
H 19.4930 2.6850 -21.0630
C 18.7410 -2.5570 -20.0310
O 18.8580 -1.2790 -20.5830
H 19.6500 -2.6480 -19.4360
H 18.7280 -3.4100 -20.7890
H 17.8710 -2.7660 -19.4150
H 18.0050 -0.8500 -20.6210
C 14.1680 2.1270 -25.4700
O 14.7880 3.2550 -26.1980
H 13.0990 2.1520 -25.5610
H 14.3360 2.2290 -24.4300
H 14.5400 1.2310 -25.7690
H 14.1960 3.9840 -26.4550
C 15.2630 4.0100 -20.5390
O 16.1940 2.9960 -20.3370
H 14.6540 4.2220 -19.6660
H 14.6030 3.8090 -21.3150
H 15.7360 4.9090 -20.7600
H 17.0110 3.0310 -20.8860
C 15.7670 -0.5990 -19.6300
O 16.8400 0.3720 -19.7520
H 16.1420 -1.5910 -19.4040
H 15.1820 -0.5740 -20.5430
H 15.0240 -0.3220 -18.8700
H 16.4430 1.1650 -20.0050
```

SMILES = CO.CO.CO.CO.CO.CO.CO.CO
Multiplicity = 1
Highest occupied orbital energy = -9.46 eV
Kohn-Sham gap = 10.012 eV

natural (NBO) atomic charge list, values in e, 8 entries: number 1, C, carries -0.249; number 2, O, carries -0.721; number 3, H, carries 0.173; number 4, H, carries 0.163; number 5, H, carries 0.171; number 6, H, carries 0.467; number 7, C, carries -0.254; number 8, O, carries -0.739

***

Version 2
ORCA calculation (ωB97M-V/def2-TZVPD) on a molecular structure, C8H32O8.

```
48
C8H32O8, DFT ωB97M-V/def2-TZVPD
C -3.4940 18.3166 -15.5938
O -2.8505 18.3597 -16.9002
H -3.7998 17.3100 -15.3090
H -2.7204 18.5368 -14.8582
H -4.3358 19.0085 -15.6222
H -3.2540 19.0487 -17.4331
C -0.5568 18.4280 -15.7856
O -0.9381 17.5906 -16.8458
H -0.6368 19.4811 -16.0551
H -1.2227 18.2198 -14.9481
H 0.4543 18.2331 -15.4283
H -1.8467 17.8514 -17.0130
C -2.1263 15.1092 -21.3735
O -2.8676 14.0788 -20.7963
H -2.6154 15.7142 -22.1369
H -1.9387 15.7941 -20.5465
H -1.1828 14.7224 -21.7585
H -3.6969 14.4596 -20.4984
C -2.1367 18.0046 -21.9169
O -2.3475 17.8017 -20.5033
H -1.1149 18.1172 -22.2793
H -2.5652 17.1909 -22.5022
H -2.6775 18.9268 -22.1291
H -3.2529 17.5189 -20.3550
C -3.4541 19.3597 -19.0245
O -3.3188 20.0228 -17.7997
H -4.0162 18.4466 -18.8280
H -4.1111 19.9225 -19.6875
H -2.5145 19.1079 -19.5162
H -2.9282 20.8951 -17.8889
C -2.7423 16.4310 -18.4792
O -3.1769 16.3417 -17.1742
H -1.6780 16.6364 -18.5936
H -2.8626 15.4520 -18.9430
H -3.3010 17.1720 -19.0509
H -3.1026 17.2349 -16.8304
C -4.9818 15.7875 -15.1967
O -4.8400 15.6662 -16.6137
H -5.5599 14.9542 -14.7973
H -3.9887 15.7409 -14.7498
H -5.4537 16.7013 -14.8354
H -3.9161 15.7494 -16.8607
C -5.0149 14.9820 -19.4539
O -4.2171 15.3534 -20.4998
H -4.9172 15.7070 -18.6458
H -6.0666 14.9595 -19.7391
H -4.7728 14.0014 -19.0441
H -4.3224 16.2666 -20.7763
```

Multiplicity = 1
Highest occupied orbital energy = -7.92 eV
Kohn-Sham gap = 7.780 eV

natural (NBO) atomic charge list, values in e, 8 entries: number 1, C, carries -0.310; number 2, O, carries -0.688; number 3, H, carries 0.231; number 4, H, carries 0.196; number 5, H, carries 0.197; number 6, H, carries 0.469; number 7, C, carries -0.240; number 8, O, carries -0.777

***

What should be chosen as the least stable of them? Choose version 2.

***

Version 1
ORCA calculation (ωB97M-V/def2-TZVPD) on 2 unconnected molecules or ions with the total composition H3OPS.

```
6
H3OPS, DFT ωB97M-V/def2-TZVPD
O -0.6138 -1.9214 2.3207
P -0.9294 -2.4723 1.0306
H 0.0434 -1.7369 0.0837
S 0.2976 2.5406 -0.8660
H 0.6550 1.3534 -0.4671
H 0.5472 2.2365 -2.1020
```

SMILES = O=P.S
Multiplicity = 1
Highest occupied orbital energy = -9.83 eV
Kohn-Sham gap = 8.770 eV

Which charges does natural (NBO) predict for the atoms? In e, they are: number 1, O, carries -0.960; number 2, P, carries 1.163; number 3, H, carries -0.203; number 4, S, carries -0.263; number 5, H, carries 0.133; number 6, H, carries 0.130

***

Version 2
ORCA calculation (ωB97M-V/def2-TZVPD) on 2 unconnected molecules or ions with the total composition H3OPS.

```
6
H3OPS, DFT ωB97M-V/def2-TZVPD
O -0.3451 -0.3769 1.7043
P -0.2876 -0.9566 0.1948
S -1.1472 0.8216 -0.5710
H 0.3262 0.2608 2.0319
H 1.7117 -0.8198 -0.1817
H -2.2714 0.5235 -1.3327
```

Multiplicity = 1
Highest occupied orbital energy = -9.05 eV
Kohn-Sham gap = 8.924 eV

Which charges does natural (NBO) predict for the atoms? In e, they are: number 1, O, carries -1.026; number 2, P, carries 0.854; number 3, S, carries -0.386; number 4, H, carries 0.513; number 5, H, carries -0.126; number 6, H, carries 0.172

***

What should be chosen as the least stable of them? Choose version 2.

***

Version 1
ORCA calculation (ωB97M-V/def2-TZVPD) on 2 unconnected molecules or ions with the total composition CH2O2S.

```
6
CH2O2S, DFT ωB97M-V/def2-TZVPD
C 0.5261 -0.1053 -0.0344
H -0.8689 1.0711 0.8540
H -1.3933 -0.7738 -0.4224
O 0.1067 1.0521 -0.2294
O -0.5400 -1.0113 -0.0868
S 2.1694 -0.2328 -0.0809
```

Multiplicity = 1
Highest occupied orbital energy = -8.98 eV
Kohn-Sham gap = 7.339 eV

Which charges does natural (NBO) predict for the atoms? In e, they are: number 1, C, carries 0.474; number 2, H, carries 0.409; number 3, H, carries 0.504; number 4, O, carries -0.593; number 5, O, carries -0.722; number 6, S, carries -0.072

***

Version 2
ORCA calculation (ωB97M-V/def2-TZVPD) on CH2O2S in the gas phase.

```
6
CH2O2S, DFT ωB97M-V/def2-TZVPD
C -0.4533 0.2900 1.5978
S 1.1636 0.3522 1.2020
O 1.6150 1.1813 2.4151
O 0.9445 0.7654 -0.5761
H -1.2965 0.8353 1.1301
H 0.7887 -0.1525 -0.9090
```

SMILES = C#S(=O)O
Multiplicity = 1
Highest occupied orbital energy (alpha / beta) = -10.14 / -10.02 eV
Kohn-Sham gap (alpha / beta) = 7.765 / 7.927 eV

Which charges does natural (NBO) predict for the atoms? In e, they are: number 1, C, carries -0.249; number 2, S, carries 1.297; number 3, O, carries -0.811; number 4, O, carries -0.890; number 5, H, carries 0.181; number 6, H, carries 0.472

***

What should be chosen as the least stable of them? Choose version 2.

***

Version 1
ORCA calculation (ωB97M-V/def2-TZVPD) on CH2O2S in the gas phase.

```
6
CH2O2S, DFT ωB97M-V/def2-TZVPD
O -0.5985 1.4288 0.4117
C -0.0190 0.4152 -0.0383
O -0.8260 -0.7354 0.1062
S 1.4062 0.3210 -0.8557
H -1.4171 -0.2534 0.9103
H 1.4544 -1.1763 -0.5342
```

SMILES = O=C(O)S
Multiplicity = 1
Highest occupied orbital energy = -10.59 eV
Kohn-Sham gap = 10.710 eV

Which charges does natural (NBO) predict for the atoms? In e, they are: number 1, O, carries -0.615; number 2, C, carries 0.503; number 3, O, carries -0.702; number 4, S, carries 0.109; number 5, H, carries 0.511; number 6, H, carries 0.194

***

Version 2
ORCA calculation (ωB97M-V/def2-TZVPD) on CH2O2S in the gas phase.

```
6
CH2O2S, DFT ωB97M-V/def2-TZVPD
O 2.9595 0.1664 0.0392
C 1.7894 0.1600 -0.2012
S 0.5767 -1.6403 0.0267
O -0.8683 -0.9026 -0.2472
H 1.0209 0.8280 -0.5588
H -1.0480 -0.0901 0.2498
```

SMILES = O=CSO
Multiplicity = 1
Highest occupied orbital energy = -8.96 eV
Kohn-Sham gap = 9.062 eV

Which charges does natural (NBO) predict for the atoms? In e, they are: number 1, O, carries -0.463; number 2, C, carries 0.395; number 3, S, carries 0.303; number 4, O, carries -0.871; number 5, H, carries 0.152; number 6, H, carries 0.483

***

Version 3
ORCA calculation (ωB97M-V/def2-TZVPD) on CH2O2S in the gas phase.

```
6
CH2O2S, DFT ωB97M-V/def2-TZVPD
S 1.6163 -0.1888 0.2330
C -0.1681 -0.1144 -0.4122
O -1.0822 -0.8934 0.2307
O -1.0646 0.6473 0.3673
H 1.1023 0.5667 1.1179
H -0.4037 -0.0174 -1.5367
```

SMILES = SC1OO1
Multiplicity = 1
Highest occupied orbital energy = -10.14 eV
Kohn-Sham gap = 10.343 eV

Which charges does natural (NBO) predict for the atoms? In e, they are: number 1, S, carries -0.043; number 2, C, carries 0.225; number 3, O, carries -0.247; number 4, O, carries -0.261; number 5, H, carries 0.135; number 6, H, carries 0.191

***

Version 4
ORCA calculation (ωB97M-V/def2-TZVPD) on CH2O2S in the gas phase.

```
6
CH2O2S, DFT ωB97M-V/def2-TZVPD
O -2.1812 -0.0244 0.3393
C -1.0142 0.0099 0.0452
O 0.1551 -0.9293 -0.4103
S 1.5068 -0.4983 0.3401
H -0.2790 0.9885 0.1405
H 1.8125 0.4535 -0.4547
```

SMILES = O=COS
Multiplicity = 1
Highest occupied orbital energy = -9.91 eV
Kohn-Sham gap = 10.291 eV

Which charges does natural (NBO) predict for the atoms? In e, they are: number 1, O, carries -0.474; number 2, C, carries 0.676; number 3, O, carries -0.728; number 4, S, carries 0.375; number 5, H, carries 0.085; number 6, H, carries 0.066

***

What should be chosen as the least stable of them? Choose version 3.